Below is C16H21AuN3O3 as an isolated structure in a non-equilibrium geometry, with properties calculated with the ωB97M-V functional and the def2-TZVPD basis.

Results
* Kohn-Sham gap (spin up / spin down): 9.073 / 4.727 eV
* LUMO level (spin up / spin down): -9.8 / -14.2 eV
* expectation value of S²: 2.040
* spin multiplicity: 3
* electronic energy: -1146.6529 Ha
* HOMO energy (spin up / spin down): -18.921 / -18.906 eV
* net charge: +3

XYZ file:
```
44
Properties=species:S:1:pos:R:3:mulliken_charge:R:1
Au -17.79 6.29 2.26 0.51
C -20.43 5.09 1.81 -0.55
O -19.84 6.43 1.83 -0.53
C -20.64 7.38 2.63 -0.55
C -21.09 6.75 3.91 -0.42
O -19.94 6.15 4.46 0.05
C -20.14 5.41 5.67 -0.51
C -18.98 5.92 6.55 -0.53
O -17.80 5.45 5.94 -0.24
C -16.57 6.13 6.34 -0.64
H -21.40 5.11 1.29 0.30
H -20.43 4.72 2.87 0.24
H -19.73 4.53 1.29 0.36
H -21.47 7.65 1.97 0.37
H -19.92 8.15 2.78 0.32
H -21.84 5.95 3.88 0.50
H -21.50 7.63 4.52 0.41
H -19.96 4.32 5.46 0.28
H -21.11 5.64 6.18 0.47
H -19.05 5.57 7.63 0.48
H -18.95 7.01 6.60 0.44
H -16.61 6.45 7.43 0.44
H -16.29 6.98 5.68 0.41
H -15.67 5.50 6.16 0.23
N -8.68 5.69 7.97 -0.15
C -9.59 5.49 7.27 -0.17
C -10.68 5.42 6.36 0.71
C -12.05 5.66 6.74 -0.80
C -13.07 5.64 5.81 0.11
C -12.79 5.65 4.45 0.91
C -11.46 5.41 4.05 -0.46
C -10.41 5.17 4.99 -0.74
N -13.83 6.08 3.54 0.19
C -13.71 7.01 2.55 -0.05
C -14.88 7.32 2.00 -0.73
N -15.78 6.41 2.56 -0.50
C -15.18 5.74 3.50 -0.17
H -12.28 5.93 7.77 0.48
H -14.11 5.82 6.21 -0.14
H -11.24 5.51 3.01 0.51
H -9.41 4.98 4.62 0.50
H -12.82 7.51 2.33 0.46
H -15.16 8.07 1.27 0.43
H -15.60 4.91 4.06 0.80
```

Below is C16H21BeCl6F12N5O8S4 as an isolated structure in a non-equilibrium geometry, with properties calculated with the ωB97M-V functional and the def2-TZVPD basis.

Results
* Kohn-Sham gap: 2.146 eV
* LUMO level: -8.1 eV
* spin multiplicity: 1
* electronic energy: -7064.4006 Ha
* HOMO energy: -10.264 eV

XYZ file:
```
73
Properties=species:S:1:pos:R:3:mulliken_charge:R:1
Be -2.34 -2.18 0.18 0.82
C -2.11 -10.00 -3.62 0.69
F -1.20 -10.52 -2.78 -0.20
F -1.68 -10.27 -4.84 -0.20
F -3.26 -10.66 -3.30 -0.21
S -2.30 -8.04 -3.52 0.95
O -2.73 -7.61 -4.82 -0.56
O -3.21 -7.80 -2.42 -0.51
N -0.60 -7.49 -3.50 -0.28
S -0.30 -7.31 -2.03 1.03
O -0.57 -5.91 -1.63 -0.49
O -0.93 -8.28 -1.04 -0.48
C 1.59 -7.74 -1.89 0.65
F 1.74 -9.08 -2.05 -0.19
F 2.32 -7.05 -2.78 -0.19
F 1.95 -7.42 -0.68 -0.18
C 2.66 -0.60 3.28 0.67
F 3.26 0.53 3.69 -0.18
F 3.60 -1.55 3.35 -0.20
F 1.59 -0.93 4.04 -0.21
S 2.04 -0.34 1.40 0.99
O 2.99 0.61 0.79 -0.56
O 2.20 -1.65 0.80 -0.62
N 0.31 0.13 1.47 -0.30
S 0.37 1.64 1.86 0.91
O -1.01 1.98 2.26 -0.65
O 1.35 2.06 2.85 -0.55
C 0.51 2.75 0.17 0.68
F -0.62 2.75 -0.52 -0.23
F 0.69 4.06 0.38 -0.23
F 1.49 2.25 -0.55 -0.21
C -2.45 0.60 6.02 -0.60
C -2.96 -0.42 5.02 0.34
N -3.39 -1.28 4.30 -0.46
H -1.36 0.52 5.93 0.18
H -2.71 0.38 7.05 0.30
H -2.69 1.62 5.72 0.26
C 1.42 6.17 -4.90 -0.68
C 0.78 6.32 -6.22 0.29
N 0.22 6.58 -7.18 -0.35
H 1.03 6.97 -4.27 0.24
H 2.50 6.20 -4.83 0.28
H 0.95 5.27 -4.49 0.21
C 3.31 -0.07 -4.89 -0.66
C 2.90 -1.40 -5.26 0.29
N 2.66 -2.49 -5.52 -0.34
H 3.34 -0.13 -3.80 0.19
H 2.68 0.78 -5.14 0.27
H 4.33 0.10 -5.26 0.25
Cl -8.38 6.23 1.71 -0.15
C -7.19 5.63 0.55 -0.51
C -5.92 5.04 1.32 -0.42
Cl -5.10 6.53 1.91 -0.18
H -6.87 6.27 -0.26 0.35
H -7.69 4.89 -0.08 0.31
H -5.23 4.47 0.69 0.28
H -6.30 4.38 2.11 0.31
Cl -3.15 12.85 -1.55 -0.20
C -1.82 12.00 -0.67 -0.55
C -1.98 10.52 -0.39 -0.29
Cl -0.56 9.90 0.38 -0.19
H -1.56 12.57 0.22 0.35
H -0.92 12.21 -1.25 0.32
H -2.22 10.03 -1.33 0.29
H -2.79 10.31 0.31 0.27
Cl 7.46 -6.38 3.23 -0.20
C 6.00 -7.03 4.19 -0.39
C 6.13 -6.87 5.64 -0.46
Cl 7.15 -8.06 6.38 -0.17
H 5.89 -8.11 4.13 0.31
H 5.09 -6.54 3.85 0.29
H 5.16 -7.02 6.10 0.26
H 6.44 -5.88 5.98 0.34
```

Below is one molecule with the formula C16H21BrN2O5 in a non-equilibrium geometry, with properties calculated with the ωB97M-V functional and the def2-TZVPD basis.

Results
* Kohn-Sham gap: 8.391 eV
* LUMO level: -0.4 eV
* spin multiplicity: 1
* electronic energy: -3681.9028 Ha
* SMILES string: COc1ccc(Br)cc1/C=C/C(=O)NC[C@H]1N[C@H](CO)[C@H](O)[C@@H]1O
* HOMO energy: -8.823 eV

XYZ file:
```
45
Properties=species:S:1:pos:R:3:mulliken_charge:R:1
C 4.94 1.07 0.60 -1.05
O 4.70 1.20 1.98 -0.50
C 4.48 0.06 2.73 0.22
C 5.33 -0.24 3.71 -0.29
C 5.07 -1.20 4.61 -0.29
C 3.79 -1.85 4.57 -0.28
Br 3.46 -3.32 5.84 -0.20
C 2.94 -1.66 3.48 -0.48
C 3.23 -0.61 2.61 0.74
C 2.29 -0.18 1.51 -0.60
C 1.39 -0.93 0.74 -0.40
C 0.63 -0.21 -0.29 0.67
O 0.73 1.00 -0.55 -0.69
N -0.07 -1.11 -1.19 -0.11
C -1.01 -0.71 -2.25 -1.36
C -2.51 -0.63 -1.84 0.17
N -3.00 0.42 -1.01 -0.21
C -3.55 1.48 -1.87 -0.27
C -4.51 2.27 -0.99 -0.37
O -3.85 2.86 0.11 -0.53
C -4.15 0.76 -2.99 -0.10
O -5.54 0.36 -2.74 -0.70
C -3.31 -0.55 -3.06 -0.15
O -4.14 -1.69 -3.25 -0.62
H 4.67 0.15 0.30 0.44
H 4.51 1.77 -0.06 0.33
H 6.02 0.98 0.51 0.35
H 6.33 0.32 3.89 0.30
H 5.85 -1.52 5.32 0.37
H 1.99 -2.20 3.37 0.43
H 2.26 0.88 1.32 0.59
H 1.26 -2.06 0.68 0.23
H -0.12 -2.05 -0.80 0.27
H -0.95 -1.45 -3.02 0.36
H -0.71 0.19 -2.65 0.46
H -2.57 -1.56 -1.26 0.23
H -2.26 0.76 -0.32 0.34
H -2.72 2.07 -2.26 0.24
H -5.27 1.53 -0.59 0.21
H -5.18 2.90 -1.62 0.29
H -2.95 3.11 -0.10 0.36
H -4.05 1.24 -3.96 0.48
H -5.68 0.20 -1.76 0.39
H -2.77 -0.52 -4.04 0.35
H -5.03 -1.36 -3.39 0.35
```

Below is one molecule with the formula C16H21BrN4O5S in a non-equilibrium geometry, with properties calculated with the ωB97M-V functional and the def2-TZVPD basis.

Results
* Kohn-Sham gap: 8.825 eV
* LUMO level: -0.4 eV
* spin multiplicity: 1
* electronic energy: -4189.7173 Ha
* SMILES string: O=C(CNC(=O)c1nc(N2CCCCS2(=O)=O)cc(Br)c1O)NC1CCC1
* HOMO energy: -9.209 eV

XYZ file:
```
48
Properties=species:S:1:pos:R:3:mulliken_charge:R:1
O -3.39 2.67 1.51 -0.65
C -2.47 2.54 0.72 0.60
C -1.18 3.30 1.07 -0.70
N 0.06 2.49 0.94 -0.12
C 0.57 2.15 -0.29 0.54
O -0.01 2.62 -1.28 -0.93
C 1.71 1.19 -0.39 -0.05
N 2.06 0.46 0.72 -0.29
C 3.08 -0.39 0.63 -0.61
N 3.45 -1.13 1.75 0.33
C 2.36 -1.73 2.51 -0.37
C 2.89 -2.73 3.56 -0.86
C 3.84 -2.07 4.59 -0.56
C 5.06 -1.52 3.88 -0.74
S 4.64 -0.30 2.64 1.31
O 4.07 0.88 3.30 -0.68
O 5.75 -0.02 1.76 -0.71
C 3.81 -0.53 -0.53 0.13
C 3.45 0.14 -1.71 -0.87
Br 4.44 -0.05 -3.32 -0.14
C 2.37 1.05 -1.64 1.28
O 1.99 1.83 -2.72 -0.67
N -2.69 1.86 -0.50 -0.11
C -4.06 1.49 -0.92 0.30
C -4.76 2.56 -1.72 -0.92
C -4.78 1.69 -2.93 -0.40
C -4.13 0.57 -2.13 -0.93
H -1.04 4.21 0.49 0.23
H -1.28 3.66 2.12 0.34
H 0.54 2.07 1.74 0.27
H 1.64 -2.25 1.88 0.41
H 1.82 -0.95 3.10 0.28
H 2.07 -3.18 4.09 0.40
H 3.39 -3.56 3.04 0.33
H 3.33 -1.23 5.14 0.30
H 4.13 -2.87 5.28 0.31
H 5.59 -2.34 3.43 0.37
H 5.75 -1.06 4.58 0.40
H 4.66 -1.18 -0.50 0.51
H 1.16 2.33 -2.49 0.35
H -1.95 1.95 -1.20 0.15
H -4.69 1.08 -0.11 0.51
H -5.76 2.78 -1.33 0.24
H -4.24 3.50 -1.84 0.34
H -5.80 1.46 -3.30 0.26
H -4.15 2.04 -3.73 0.25
H -3.15 0.25 -2.53 0.26
H -4.75 -0.32 -1.96 0.27
```